# C14H32IrNO2P2Si

A structure of composition C14H32IrNO2P2Si at a distorted geometry (the ωB97M-V functional and the def2-TZVPD basis, OMol25).

Element x y z (Å)
1 Ir 0.104 -0.054 -0.089
2 P -2.137 0.228 -0.503
3 C -2.028 0.556 -2.274
4 C -0.737 1.241 -2.688
5 N 0.300 1.096 -1.872
6 C 1.523 1.497 -2.278
7 C 1.651 2.212 -3.457
8 C 0.541 2.495 -4.275
9 C -0.714 1.995 -3.847
10 C 2.736 1.085 -1.491
11 P 2.330 -0.286 -0.346
12 H -1.607 2.112 -4.429
13 H 2.646 2.536 -3.760
14 H 0.625 3.022 -5.205
15 H 3.565 0.779 -2.151
16 H 3.087 1.942 -0.896
17 H -1.993 -0.392 -2.683
18 H -2.919 1.007 -2.641
19 H -1.154 -2.105 -2.451
20 O -1.369 -1.839 -3.311
21 H -2.110 -2.311 -3.643
22 H -0.190 -1.695 0.018
23 O -0.379 -2.439 -1.081
24 H -0.328 -3.391 -1.068
25 C 2.606 -1.806 -1.309
26 H 3.401 -1.640 -2.041
27 H 2.884 -2.608 -0.600
28 H 1.640 -2.080 -1.785
29 C 3.597 -0.224 0.957
30 H 3.612 -1.182 1.500
31 H 4.589 -0.048 0.501
32 H 3.374 0.595 1.663
33 C -2.919 1.632 0.300
34 H -3.928 1.763 -0.104
35 H -3.010 1.495 1.384
36 H -2.346 2.548 0.132
37 C -3.190 -1.224 -0.236
38 H -3.451 -1.319 0.827
39 H -4.095 -1.099 -0.842
40 H -2.615 -2.106 -0.561
41 C -1.722 -0.882 2.882
42 Si -0.057 -0.365 2.133
43 C 0.258 1.467 2.575
44 C 1.240 -1.455 2.997
45 H -2.506 -0.128 2.773
46 H -1.541 -1.026 3.957
47 H -2.073 -1.830 2.467
48 H 0.300 1.519 3.670
49 H 1.204 1.859 2.180
50 H -0.544 2.135 2.233
51 H 0.818 -1.718 3.981
52 H 1.422 -2.378 2.438
53 H 2.181 -0.925 3.164

Summary:
HOMO (alpha / beta)	-15.224 / -19.616	eV
spin multiplicity	6
total charge	+3
E_LUMO (alpha / beta)	-9.795 / -14.664	eV
relative energy (zero: lowest compared OMol25 entry of this formula, charge and spin)	1.836	eV
F_max	3.93	eV/A
HOMO-LUMO gap (alpha / beta)	5.43 / 4.95	eV

# C14H32MnN6O7

A structure of composition C14H32MnN6O7 at a distorted geometry (the ωB97M-V functional and the def2-TZVPD basis, OMol25).

Element x y z (Å)
1 O 0.413 -1.760 -3.988
2 H -0.557 -1.908 -4.083
3 Mn -0.227 0.117 -0.163
4 N 1.299 -0.899 -0.805
5 N -0.853 -1.708 0.200
6 N 0.558 1.838 -0.354
7 N -1.307 0.990 1.097
8 O 2.413 -0.346 -1.031
9 O 1.686 2.174 -1.019
10 O -2.279 0.412 1.824
11 O -1.965 -1.979 0.814
12 C -0.128 -2.713 -0.394
13 C 1.105 -2.259 -0.955
14 C -0.052 2.816 0.356
15 C -1.152 2.337 1.167
16 C 2.084 -3.133 -1.666
17 H 2.218 -2.746 -2.687
18 H 1.707 -4.165 -1.746
19 H 3.059 -3.187 -1.149
20 C -0.646 -4.105 -0.422
21 H -1.639 -4.149 -0.899
22 H -0.737 -4.517 0.595
23 H 0.016 -4.770 -0.988
24 C 0.527 4.163 0.526
25 C -1.911 3.179 2.108
26 H 1.223 4.423 -0.271
27 H 1.081 4.225 1.473
28 H -0.245 4.939 0.573
29 H -2.478 2.575 2.818
30 H -2.637 3.852 1.629
31 H -1.220 3.825 2.662
32 H 2.167 1.258 -1.105
33 H -2.270 -0.570 1.451
34 C -1.446 0.245 -1.597
35 H -0.844 -0.195 -2.408
36 H -1.704 1.287 -1.860
37 H -2.361 -0.350 -1.454
38 O 2.093 0.765 -3.941
39 H 1.811 -0.094 -4.339
40 H 1.261 1.098 -3.585
41 C 1.334 2.066 3.423
42 N 0.486 1.086 4.066
43 C 0.090 1.439 5.416
44 C 0.479 -0.175 3.524
45 O 1.010 -0.348 2.382
46 N -0.168 -1.223 4.114
47 C -0.579 -1.306 5.507
48 C -0.095 -2.504 3.442
49 H 2.278 2.201 3.979
50 H 0.810 3.032 3.397
51 H 1.582 1.740 2.413
52 H -0.993 1.319 5.537
53 H 0.650 0.863 6.174
54 H 0.336 2.501 5.553
55 H -0.927 -2.336 5.645
56 H 0.275 -1.124 6.185
57 H -1.414 -0.619 5.700
58 H -1.116 -2.890 3.321
59 H 0.392 -2.401 2.476
60 H 0.471 -3.226 4.054

Summary:
HOMO (alpha / beta)	-9.962 / -10.079	eV
spin multiplicity	5
total charge	+1
E_LUMO (alpha / beta)	-6.136 / -5.830	eV
F_max	4.61	eV/A
HOMO-LUMO gap (alpha / beta)	3.83 / 4.25	eV

# C14H33BiN7O6

A structure of composition C14H33BiN7O6 at a distorted geometry (the ωB97M-V functional and the def2-TZVPD basis, OMol25).

Element x y z (Å)
1 O 0.046 0.357 -5.084
2 H 0.654 0.849 -5.655
3 Bi 0.496 0.117 -0.739
4 N 0.614 -1.668 -2.517
5 N -1.246 -1.805 -0.806
6 N 0.546 2.502 -0.548
7 N -1.242 1.120 0.578
8 O 1.444 -1.518 -3.657
9 O 1.467 3.148 -1.244
10 O -2.209 0.350 1.172
11 O -2.399 -1.763 -0.187
12 C -0.923 -2.986 -1.388
13 C 0.210 -2.917 -2.268
14 C -0.392 3.237 0.078
15 C -1.373 2.450 0.745
16 C 0.850 -4.136 -2.858
17 H 0.578 -4.272 -3.918
18 H 0.538 -5.051 -2.334
19 H 1.945 -4.076 -2.789
20 C -1.735 -4.204 -1.140
21 H -2.810 -3.979 -1.177
22 H -1.539 -4.647 -0.150
23 H -1.515 -4.968 -1.891
24 C -0.411 4.722 0.039
25 C -2.452 3.070 1.555
26 H 0.314 5.094 -0.690
27 H -0.168 5.160 1.018
28 H -1.407 5.101 -0.234
29 H -3.208 2.333 1.849
30 H -2.943 3.873 0.987
31 H -2.039 3.531 2.467
32 H 1.929 2.007 -1.869
33 H -2.296 -0.505 0.559
34 C -1.275 0.669 -5.389
35 H -1.708 -0.111 -6.022
36 H -1.401 1.653 -5.863
37 H -1.826 0.681 -4.445
38 O 2.061 0.946 -2.090
39 H 0.919 -0.882 -4.232
40 H 1.770 0.741 -3.004
41 C 2.254 1.999 2.887
42 N 1.556 0.779 3.266
43 C 1.434 0.535 4.700
44 C 1.336 -0.172 2.333
45 N 1.894 -0.098 1.101
46 N 0.446 -1.165 2.557
47 C -0.655 -1.057 3.496
48 C 0.577 -2.438 1.870
49 H 2.242 2.667 3.753
50 H 1.751 2.483 2.037
51 H 3.300 1.799 2.608
52 H 0.436 0.813 5.067
53 H 1.641 -0.512 4.947
54 H 2.173 1.172 5.199
55 H 2.781 0.396 1.048
56 H -1.520 -1.602 3.098
57 H -0.388 -1.498 4.467
58 H -0.954 -0.010 3.624
59 H -0.333 -2.680 1.311
60 H 1.415 -2.396 1.172
61 H 0.753 -3.244 2.596

Summary:
HOMO	-10.526	eV
total charge	+1
E_LUMO	-3.716	eV
F_max	3.83	eV/A
HOMO-LUMO gap	6.81	eV

In the order shown, the computed molecular weight values come out to 528.7 451.4 604.4 g/mol.